(1)
{
  "formula": "C28H38N5O5S2",
  "method": "wB97M-V/def2-TZVPD",
  "smiles": "CCOC(=O)N1CC[NH+](S(=O)(=O)c2ccc(C(=O)N(CCN(CC)CC)c3nc4c(C)cccc4s3)cc2)CC1",
  "total_charge": 1,
  "e_above_lowest_kcal_mol": 32.5,
  "spin_multiplicity": 1,
  "elements": ["C", "C", "O", "C", "O", "N", "C", "C", "N", "S", "O", "O", "C", "C", "C", "C", "C", "O", "N", "C", "C", "N", "C", "C", "C", "C", "C", "N", "C", "C", "C", "C", "C", "C", "C", "S", "C", "C", "C", "C", "H", "H", "H", "H", "H", "H", "H", "H", "H", "H", "H", "H", "H", "H", "H", "H", "H", "H", "H", "H", "H", "H", "H", "H", "H", "H", "H", "H", "H", "H", "H", "H", "H", "H", "H", "H", "H", "H"],
  "coordinates": [[7.341, 3.054, 1.627], [5.914, 2.564, 1.804], [5.789, 1.172, 1.461], [5.673, 0.896, 0.162], [5.556, 1.696, -0.728], [5.705, -0.464, -0.074], [5.395, -0.938, -1.399], [3.960, -1.477, -1.431], [3.798, -2.507, -0.395], [2.054, -3.344, -0.460], [2.201, -4.292, 0.586], [2.021, -3.734, -1.823], [0.992, -2.001, -0.065], [0.499, -1.212, -1.092], [-0.348, -0.170, -0.772], [-0.724, 0.044, 0.557], [-1.452, 1.315, 0.899], [-0.808, 2.327, 1.058], [-2.807, 1.247, 1.042], [-3.552, 2.480, 1.225], [-4.256, 2.903, -0.077], [-3.336, 2.916, -1.205], [-2.865, 4.256, -1.541], [-2.105, 4.944, -0.414], [-3.877, 2.261, -2.391], [-4.050, 0.754, -2.234], [-3.463, 0.051, 0.936], [-2.897, -1.036, 0.551], [-3.759, -2.100, 0.573], [-3.451, -3.410, 0.194], [-2.075, -3.758, -0.281], [-4.460, -4.353, 0.280], [-5.739, -4.028, 0.722], [-6.058, -2.736, 1.091], [-5.060, -1.782, 1.012], [-5.160, -0.084, 1.393], [-0.188, -0.748, 1.575], [0.662, -1.789, 1.265], [4.124, -2.003, 0.946], [5.561, -1.457, 0.958], [7.409, 4.086, 1.956], [7.629, 3.001, 0.580], [8.027, 2.449, 2.216], [5.601, 2.616, 2.848], [5.230, 3.143, 1.177], [5.496, -0.097, -2.088], [6.106, -1.722, -1.681], [3.720, -1.915, -2.401], [3.261, -0.665, -1.216], [4.413, -3.298, -0.613], [0.774, -1.429, -2.112], [-0.735, 0.477, -1.544], [-2.824, 3.233, 1.528], [-4.290, 2.344, 2.019], [-4.709, 3.889, 0.091], [-5.070, 2.204, -0.275], [-2.189, 4.149, -2.393], [-3.706, 4.897, -1.859], [-1.334, 4.288, -0.022], [-1.632, 5.841, -0.806], [-2.768, 5.244, 0.393], [-3.165, 2.437, -3.202], [-4.838, 2.708, -2.696], [-3.138, 0.300, -1.853], [-4.277, 0.319, -3.204], [-4.868, 0.504, -1.563], [-2.085, -4.702, -0.819], [-1.697, -2.973, -0.932], [-1.396, -3.850, 0.567], [-4.248, -5.371, -0.008], [-6.495, -4.796, 0.772], [-7.048, -2.474, 1.429], [-0.456, -0.556, 2.602], [1.061, -2.442, 2.024], [4.003, -2.816, 1.664], [3.424, -1.199, 1.185], [5.784, -1.007, 1.924], [6.272, -2.270, 0.774]]
}

---

(2)
{
  "formula": "C28H38N7O2PTi",
  "method": "wB97M-V/def2-TZVPD",
  "total_charge": 4,
  "spin_multiplicity": 1,
  "elements": ["Ti", "C", "C", "C", "C", "N", "C", "C", "C", "C", "C", "C", "N", "H", "H", "H", "H", "H", "H", "H", "H", "N", "C", "O", "C", "C", "C", "N", "C", "C", "H", "H", "H", "H", "H", "H", "O", "P", "N", "C", "C", "C", "C", "N", "C", "C", "C", "C", "N", "C", "C", "C", "C", "H", "H", "H", "H", "H", "H", "H", "H", "H", "H", "H", "H", "H", "H", "H", "H", "H", "H", "H", "H", "H", "H", "H", "H"],
  "coordinates": [[-0.009, 0.248, 0.921], [1.447, 4.140, 2.023], [2.402, 3.774, 2.967], [2.595, 2.426, 3.266], [1.840, 1.469, 2.616], [0.924, 1.839, 1.667], [0.733, 3.147, 1.390], [1.924, 0.015, 2.915], [2.742, -0.524, 3.889], [2.699, -1.893, 4.147], [1.832, -2.703, 3.421], [1.062, -2.121, 2.439], [1.102, -0.796, 2.182], [1.265, 5.180, 1.789], [2.993, 4.527, 3.476], [3.333, 2.142, 4.001], [-0.014, 3.387, 0.643], [3.411, 0.100, 4.463], [3.338, -2.319, 4.911], [1.762, -3.765, 3.614], [0.391, -2.715, 1.829], [-6.312, 0.511, 4.563], [-5.182, -0.145, 4.399], [-4.829, -1.214, 4.867], [-4.043, 0.269, 3.500], [-2.823, 0.697, 4.061], [-1.695, 0.707, 3.296], [-1.686, 0.329, 1.979], [-2.879, -0.057, 1.430], [-4.044, -0.097, 2.142], [-7.018, 0.111, 5.170], [-6.516, 1.405, 4.147], [-2.765, 0.977, 5.104], [-0.754, 1.014, 3.733], [-2.873, -0.330, 0.384], [-4.953, -0.440, 1.665], [-0.790, 0.364, -0.638], [-0.011, -0.237, -1.888], [1.468, -0.468, -1.009], [2.347, -1.584, -1.490], [3.224, -0.926, -2.543], [3.570, 0.428, -1.912], [2.379, 0.739, -0.976], [-0.042, 0.920, -3.004], [0.587, 0.886, -4.359], [0.186, 2.227, -5.007], [-0.512, 3.026, -3.900], [-1.139, 1.948, -3.032], [-0.635, -1.683, -2.214], [-0.803, -2.683, -1.123], [-1.357, -3.922, -1.837], [-0.831, -3.782, -3.270], [-0.960, -2.288, -3.542], [1.763, -2.410, -1.885], [2.946, -1.931, -0.647], [2.658, -0.808, -3.470], [4.108, -1.519, -2.771], [3.728, 1.211, -2.651], [4.484, 0.340, -1.328], [1.822, 1.628, -1.282], [2.746, 0.875, 0.042], [0.204, 0.049, -4.943], [1.667, 0.782, -4.268], [-0.498, 2.050, -5.835], [1.048, 2.754, -5.406], [-1.255, 3.715, -4.297], [0.213, 3.602, -3.320], [-2.026, 1.532, -3.514], [-1.398, 2.277, -2.030], [-1.494, -2.299, -0.359], [0.159, -2.908, -0.653], [-2.446, -3.907, -1.837], [-1.026, -4.842, -1.359], [-1.417, -4.368, -3.974], [0.207, -4.112, -3.346], [-1.986, -2.038, -3.815], [-0.286, -1.931, -4.317]]
}

---

(3)
{
  "formula": "C28H39N2O4",
  "method": "wB97M-V/def2-TZVPD",
  "smiles": "CCCCCCCCCCOC(=O)Cn1c(COc2cccc(OC)c2)[n+](C)c2ccccc21",
  "total_charge": 1,
  "e_above_lowest_kcal_mol": 3.9,
  "spin_multiplicity": 1,
  "elements": ["C", "C", "C", "C", "C", "C", "C", "C", "C", "C", "O", "C", "O", "C", "N", "C", "C", "O", "C", "C", "C", "C", "C", "O", "C", "C", "N", "C", "C", "C", "C", "C", "C", "C", "H", "H", "H", "H", "H", "H", "H", "H", "H", "H", "H", "H", "H", "H", "H", "H", "H", "H", "H", "H", "H", "H", "H", "H", "H", "H", "H", "H", "H", "H", "H", "H", "H", "H", "H", "H", "H", "H", "H"],
  "coordinates": [[-3.596, -0.837, 2.716], [-4.738, -1.334, 1.835], [-4.837, -2.862, 1.827], [-3.812, -3.527, 0.904], [-4.259, -3.527, -0.559], [-3.123, -3.883, -1.521], [-2.218, -2.683, -1.800], [-0.939, -3.064, -2.552], [0.155, -3.620, -1.633], [1.046, -2.534, -1.037], [0.295, -1.662, -0.174], [0.110, -0.419, -0.539], [0.539, 0.132, -1.518], [-0.783, 0.310, 0.484], [-0.751, 1.724, 0.234], [0.343, 2.470, 0.046], [1.760, 2.031, 0.198], [1.814, 0.906, 1.028], [2.944, 0.105, 0.984], [2.854, -1.091, 1.692], [3.932, -1.952, 1.697], [5.096, -1.650, 1.010], [5.187, -0.452, 0.311], [6.263, -0.032, -0.390], [7.418, -0.844, -0.416], [4.098, 0.429, 0.302], [0.000, 3.715, -0.306], [0.916, 4.785, -0.606], [-1.379, 3.790, -0.357], [-2.249, 4.829, -0.660], [-3.599, 4.551, -0.611], [-4.076, 3.283, -0.272], [-3.220, 2.244, 0.033], [-1.859, 2.513, -0.015], [-2.647, -1.277, 2.414], [-3.778, -1.119, 3.751], [-3.510, 0.248, 2.674], [-4.606, -0.977, 0.810], [-5.674, -0.915, 2.208], [-5.837, -3.160, 1.508], [-4.699, -3.223, 2.848], [-2.850, -3.018, 1.002], [-3.661, -4.561, 1.219], [-5.070, -4.249, -0.672], [-4.659, -2.548, -0.831], [-3.541, -4.233, -2.467], [-2.540, -4.702, -1.097], [-2.778, -1.955, -2.392], [-1.955, -2.210, -0.854], [-0.547, -2.192, -3.080], [-1.191, -3.812, -3.305], [0.810, -4.286, -2.196], [-0.296, -4.196, -0.825], [1.505, -1.931, -1.826], [1.826, -2.971, -0.410], [-0.432, 0.076, 1.491], [-1.810, -0.043, 0.370], [2.356, 2.855, 0.618], [2.149, 1.796, -0.808], [1.949, -1.323, 2.228], [3.868, -2.879, 2.245], [5.919, -2.345, 1.032], [8.144, -0.301, -1.018], [7.821, -0.995, 0.589], [7.215, -1.813, -0.880], [4.223, 1.351, -0.242], [0.351, 5.651, -0.939], [1.490, 5.061, 0.280], [1.603, 4.487, -1.398], [-1.896, 5.813, -0.921], [-4.306, 5.332, -0.840], [-5.140, 3.114, -0.246], [-3.605, 1.273, 0.298]]
}

---

no.,HOMO energy (eV)
1,-10.610
2,-19.570
3,-10.934